(1)
DFT (wB97M-V/def2-TZVPD) results for a molecular structure, C26H41N2O2P2Sn in a non-equilibrium geometry.

```
74
Properties=species:S:1:pos:R:3:forces:R:3
C 1.454885 -4.213239 0.887889 -0.1 -0.2 0.6
C 1.072306 -3.138690 0.036949 -0.1 0.7 -0.3
N 0.175400 -2.209236 0.551785 0.1 0.3 -1.0
C -0.089703 -2.137095 1.866565 0.2 -0.9 0.9
C 0.371781 -3.124517 2.738520 -0.8 1.2 -0.3
C 1.117551 -4.193942 2.226872 0.2 -0.2 -1.0
C 1.610071 -2.976284 -1.253091 -0.4 0.4 0.0
P 1.535207 -1.428550 -2.109999 0.4 -1.5 0.9
Sn -0.531485 -0.536495 -0.861939 2.0 2.5 1.3
P -2.030486 -0.212441 1.188528 0.9 0.0 0.4
C -0.844374 -0.928336 2.392627 -0.3 0.1 0.3
C -1.487964 0.762704 -2.485639 0.1 -0.9 0.7
C -0.719457 1.705996 -3.163970 0.0 0.3 -0.3
C -1.334626 2.582306 -4.074753 -0.1 -0.3 0.1
C -2.703022 2.467466 -4.348695 0.1 -0.2 0.3
C -3.456581 1.481770 -3.700346 0.2 0.0 0.1
C -2.845424 0.633120 -2.759461 -0.3 0.4 -0.3
O -0.023056 -6.607240 -2.565079 -0.4 0.0 0.4
O -2.215094 -3.158329 -5.808351 -0.7 0.3 0.4
H 2.046577 -5.007219 0.432303 -0.1 0.2 0.3
H 0.112548 -3.047524 3.786638 0.1 -0.1 0.0
H 1.420981 -5.005263 2.883170 0.0 0.1 -0.1
C 3.143420 -0.590848 -1.956430 0.2 0.3 -0.1
C 1.341658 -1.758440 -3.879634 -0.2 0.3 -0.2
H -1.416378 -1.193396 3.295040 0.3 0.0 -0.2
H -0.128996 -0.132257 2.663634 -0.3 -0.4 -0.3
H -0.454657 -7.051065 -3.299237 0.1 -0.1 -0.2
H 2.266845 -3.775230 -1.606087 -0.2 0.4 0.0
C -2.275872 1.539889 1.514473 -0.4 0.4 0.2
C -3.577186 -1.098337 1.472439 -0.5 0.0 0.0
H 0.358910 1.788286 -3.008928 -0.4 0.0 0.0
H -0.736957 3.350056 -4.571621 -0.2 -0.3 0.1
H -3.178122 3.140302 -5.067235 0.2 -0.3 0.3
H -4.520246 1.370552 -3.924107 0.4 0.0 0.1
H -3.447624 -0.126893 -2.258001 0.1 0.3 -0.2
H -2.256876 -1.508694 -1.065012 -1.5 -1.0 -0.3
H -3.178904 -3.059868 -5.917762 0.6 -0.2 -0.2
H -2.063014 -2.719972 -4.960486 0.1 -0.1 -0.2
H -0.680448 -6.682602 -1.856832 0.3 0.1 -0.1
H -2.920459 -1.872146 -1.161641 0.4 -0.1 -0.2
H 3.903471 -1.287259 -2.342087 -0.2 0.1 0.1
H 3.188590 0.348160 -2.525448 0.0 -0.3 0.1
H 3.362566 -0.371261 -0.903880 -0.2 -0.1 -0.3
H 2.077773 -2.536052 -4.137553 -0.3 0.3 0.0
H 0.326574 -2.125368 -4.093580 0.4 0.1 0.0
H 1.534266 -0.840890 -4.458760 -0.1 -0.4 0.1
H -3.886312 -0.947415 2.520074 0.0 -0.1 -0.4
H -4.363068 -0.704514 0.810037 0.2 -0.1 0.2
H -3.459391 -2.176328 1.286808 0.0 0.3 0.1
H -2.686358 1.695629 2.522410 0.1 0.0 -0.3
H -1.318820 2.066614 1.412288 -0.2 -0.3 0.0
H -2.975005 1.945467 0.769899 0.1 -0.1 0.2
C 1.978437 2.930339 5.374354 0.4 0.2 -0.1
N 1.057455 3.028730 4.289537 -0.5 -0.8 0.1
C 0.300925 4.232063 4.143007 0.2 0.1 -0.3
C 0.851935 1.923263 3.381997 0.1 0.7 0.8
C 1.438364 2.159117 2.009171 0.9 0.4 0.0
C 2.552222 3.029091 1.894656 -0.7 -0.3 -0.1
C 3.119157 3.308343 0.648993 -0.2 -0.3 -0.2
C 2.595003 2.689313 -0.489382 -0.4 -0.2 0.2
C 1.483512 1.816281 -0.353203 2.0 1.3 -1.4
C 0.931737 1.561176 0.865082 -1.6 -2.0 -0.8
H 1.573278 3.477340 6.237540 0.2 -0.3 0.0
H 2.955206 3.381583 5.118266 0.0 -0.1 0.3
H 2.145215 1.873852 5.626107 0.0 0.3 0.1
H 0.754625 4.918559 3.406236 -0.2 0.1 0.1
H -0.723069 4.007384 3.807840 0.1 0.1 0.1
H 0.275507 4.739701 5.117157 -0.2 0.0 -0.3
H 1.306924 1.032433 3.851662 -0.2 0.2 -0.2
H -0.236502 1.760992 3.308359 0.2 -0.1 -0.1
H 2.942450 3.500066 2.801230 -0.1 -0.1 -0.3
H 3.959103 4.001433 0.577572 -0.2 -0.3 0.0
H 3.029289 2.869263 -1.474598 -0.1 0.0 0.2
H 1.093813 1.364598 -1.274890 0.4 0.4 0.4
```
Positions in Å, forces in eV/Å.

Output
* LUMO energy (alpha / beta): -3.911 / -3.910 eV
* HOMO (alpha / beta): -9.67 / -9.67 eV
* charge: +1
* energy: -59099.86844 eV
* max |F|: 3.47 eV Å⁻¹

(2)
DFT (wB97M-V/def2-TZVPD) results for a molecular structure, C42H35N7O14 in a non-equilibrium geometry.

```
98
Properties=species:S:1:pos:R:3:forces:R:3
C 1.247430 -0.184727 -1.513207 0.1 1.6 3.1
C 1.070803 1.004690 -0.848688 1.2 -5.4 2.1
C 0.412451 1.018765 0.407677 -0.4 -2.0 0.6
C -0.033352 -0.167423 0.924369 0.3 0.8 1.8
C 0.222904 -1.342231 0.311009 2.1 0.5 -3.3
C 0.862605 -1.372074 -0.945726 -0.4 2.9 3.4
N -0.643954 -0.198195 2.336629 -0.7 -2.9 -2.7
O -1.365586 -1.120722 2.627192 -0.1 2.3 1.2
O -0.412689 0.690317 3.115742 -1.7 -11.2 0.3
H 1.893644 -0.178561 -2.378525 -1.4 2.1 1.8
H 1.391928 1.982436 -1.176233 1.5 -5.4 -0.6
H 0.150425 1.960101 0.867695 -0.1 -2.5 1.1
H -0.029202 -2.312592 0.712558 1.2 2.6 -0.7
H 1.054451 -2.295250 -1.472347 -0.2 1.2 2.4
C -0.324253 -3.579195 -0.799935 0.6 -0.7 -0.6
C -1.125529 -2.788865 -1.573820 -3.9 -1.6 -0.6
C -2.348697 -3.359398 -2.041257 0.5 -0.1 0.2
C -2.637135 -4.734331 -1.908766 1.9 1.4 0.7
C -1.635475 -5.559824 -1.302675 0.3 1.2 1.3
C -0.521385 -4.920049 -0.641771 -1.9 -1.5 -2.0
N -3.996992 -5.218913 -2.231740 0.4 -1.3 -0.5
O -4.065279 -6.449867 -2.087696 -1.0 1.5 -0.4
O -4.900416 -4.466226 -2.626778 1.7 -1.3 0.9
H 0.475761 -2.994791 -0.370004 -0.2 -3.0 0.0
H -0.952257 -1.724863 -1.639148 -0.6 -0.5 -0.3
H -3.105930 -2.702309 -2.442813 -0.1 -0.1 -0.2
H -1.771142 -6.601519 -1.051921 -0.3 -0.1 -0.5
H 0.193004 -5.498857 -0.075162 -0.1 -0.2 0.0
C 0.813484 7.210487 1.591106 -1.2 -3.5 -0.7
C 1.938917 6.372311 1.932134 -1.8 1.5 -0.5
C 2.006819 5.062340 1.506244 -0.1 -0.1 -0.8
C 0.997667 4.570865 0.649780 0.0 2.3 -2.0
C -0.096091 5.340281 0.243935 2.7 0.2 -1.1
C -0.272285 6.557877 0.848146 3.9 4.2 -0.2
N 1.142375 3.281041 -0.008642 2.3 0.9 -0.8
O 0.314298 2.701523 -0.718162 -5.7 12.2 1.0
O 2.211226 2.722492 0.187772 1.1 1.6 1.5
H 0.719557 8.187666 2.041302 -0.1 0.1 -0.2
H 2.682209 6.852079 2.551599 0.3 -0.4 0.0
H 2.863694 4.444825 1.731694 -0.1 -0.1 0.1
H -0.876006 4.999457 -0.420865 0.2 -0.5 -0.1
H -1.163229 7.113520 0.595429 -0.1 0.2 0.2
C -3.434344 -6.847084 1.741422 -1.9 -0.2 -1.6
C -4.206485 -5.836434 1.113530 0.2 -0.5 1.1
C -3.714285 -4.555381 0.850193 0.3 0.0 1.9
C -2.450859 -4.251870 1.434322 1.0 -2.0 -0.1
C -1.703176 -5.289607 2.042247 -0.7 1.1 -0.3
C -2.188362 -6.605211 2.119457 2.9 2.0 1.3
N -1.703205 -2.955561 1.288383 -2.1 -2.0 0.6
O -0.527136 -2.927030 1.720196 -4.0 -3.8 2.7
O -2.341971 -2.063176 0.760591 1.0 -0.7 0.4
H -3.770576 -7.866646 1.859082 -0.7 0.1 0.0
H -5.252329 -6.105619 1.101384 -0.2 0.4 -1.0
H -4.385684 -3.793892 0.481738 0.2 0.1 -0.3
H -0.756077 -4.991198 2.466945 0.1 -0.3 -0.1
H -1.551112 -7.317499 2.622396 -0.1 -0.3 -0.1
C 2.709168 -6.081513 -2.253042 0.4 -3.4 -1.4
C 3.334581 -5.037566 -1.678115 1.2 -1.8 0.3
C 2.801158 -3.861329 -1.917784 0.1 3.5 -0.5
C 1.761882 -3.736707 -2.837527 -0.1 1.3 2.3
C 0.999178 -4.800672 -3.210110 -0.3 0.4 -1.6
C 1.575261 -6.025400 -3.060860 0.0 -0.7 1.6
N 1.243371 -2.384308 -3.063108 0.7 -1.2 -2.8
O 0.111850 -2.311426 -3.538601 1.0 0.9 -0.7
O 1.996762 -1.462652 -2.825001 2.9 -5.1 -7.3
H 3.226883 -7.024408 -2.156549 -0.3 -0.5 0.1
H 4.287138 -5.134391 -1.178442 -0.2 -0.2 0.4
H 3.311271 -3.094814 -1.353304 -0.5 1.1 -0.7
H 0.041432 -4.614585 -3.673243 0.0 -0.1 -0.2
H 1.042570 -6.928204 -3.320839 0.2 -0.1 -0.3
C -0.444179 3.559547 2.219503 -2.5 0.0 1.4
C -1.196911 4.759834 2.233887 -0.7 -2.6 1.7
C -1.761728 5.140605 3.425517 -0.7 -0.9 1.2
C -1.764670 4.239824 4.525419 0.4 -1.2 -1.1
C -1.118723 2.939057 4.477772 -0.6 3.6 -0.5
C -0.406785 2.665705 3.315601 -0.5 7.2 0.6
N -2.504791 4.642131 5.731475 0.4 2.0 -0.3
O -2.034381 4.251730 6.780475 -0.7 -0.3 0.2
O -3.403280 5.496410 5.615494 1.0 -1.6 0.3
H -0.092378 3.268125 1.240885 -1.1 -0.2 1.9
H -1.379375 5.333935 1.337500 -1.4 -1.2 2.0
H -2.249509 6.103805 3.452392 -0.3 -0.1 0.5
H -1.084677 2.281131 5.333560 -0.3 0.0 0.0
H -0.063252 1.644585 3.240221 3.8 6.3 -0.1
C 2.473973 6.590191 -2.148711 -0.3 -0.7 0.2
C 3.703820 5.963548 -2.186971 0.0 0.8 -0.2
C 3.837358 4.602852 -2.273247 -0.1 -2.4 -0.2
C 2.724367 3.747502 -2.400889 -2.1 2.3 0.2
C 1.415900 4.410043 -2.357542 1.7 0.1 -1.3
C 1.306559 5.818470 -2.184929 1.4 -1.0 -1.6
N 2.799814 2.261679 -2.643751 0.5 -0.9 -0.6
O 3.890036 1.664732 -2.631644 -0.8 1.5 0.1
O 1.748194 1.630206 -2.764825 2.2 4.0 -4.0
H 2.474794 7.670191 -2.147473 -0.4 0.1 0.0
H 4.557125 6.615630 -2.301227 0.4 -0.2 0.4
H 4.802266 4.117866 -2.284931 0.2 0.1 -0.1
H 0.524946 3.844590 -2.587443 0.1 0.0 0.0
H 0.399820 6.337970 -2.457608 -0.4 -0.3 0.6
```
Positions in Å, forces in eV/Å.

Output
* LUMO energy: -1.480 eV
* energy relative to the best compared isomer or geometry (same formula, charge and spin): 28.965 eV
* HOMO: -7.97 eV
* energy: -83169.53254 eV
* max |F|: 13.53 eV Å⁻¹

(3)
DFT (wB97M-V/def2-TZVPD) results for C20H20BrClF2N2O in the gas phase.

```
47
Properties=species:S:1:pos:R:3:forces:R:3
C -1.414498 2.947694 -3.771967 0.0 0.0 0.0
C -1.962998 2.984069 -2.371356 0.0 0.0 0.0
C -2.070362 4.190502 -1.690644 0.0 0.0 0.0
C -2.579077 4.263790 -0.399859 0.0 0.0 0.0
C -2.992860 3.095681 0.199203 0.0 0.0 0.0
F -3.499034 3.139561 1.448626 0.0 0.0 0.0
C -2.901393 1.875230 -0.440068 0.0 0.0 0.0
C -2.377079 1.811935 -1.724499 0.0 0.0 0.0
C -2.217359 0.464054 -2.383310 0.0 0.0 0.0
N -0.812002 0.058629 -2.469492 0.0 0.0 0.0
C -0.185991 -0.223129 -1.178818 0.0 0.0 0.0
C 0.571974 0.997726 -0.648008 0.0 0.0 0.0
C 1.359706 0.672778 0.604393 0.0 0.0 0.0
F 0.459310 0.402531 1.646910 0.0 0.0 0.0
C 2.236603 -0.556841 0.443298 0.0 0.0 0.0
N 1.452844 -1.672861 -0.066102 0.0 0.0 0.0
C 0.822093 -2.567187 0.762910 0.0 0.0 0.0
O -0.203479 -3.139938 0.444883 0.0 0.0 0.0
C 1.486372 -2.879066 2.072094 0.0 0.0 0.0
C 2.827013 -3.236422 2.147852 0.0 0.0 0.0
C 3.379663 -3.599049 3.363352 0.0 0.0 0.0
C 2.600879 -3.594331 4.511857 0.0 0.0 0.0
Br 3.400747 -4.079904 6.146953 0.0 0.0 0.0
C 1.257957 -3.240653 4.436136 0.0 0.0 0.0
Cl 0.248764 -3.225279 5.837041 0.0 0.0 0.0
C 0.702264 -2.896367 3.213671 0.0 0.0 0.0
C 0.794946 -1.381795 -1.332378 0.0 0.0 0.0
H -2.162861 2.580158 -4.478559 0.0 0.0 0.0
H -1.115854 3.944256 -4.094437 0.0 0.0 0.0
H -0.554870 2.281045 -3.838094 0.0 0.0 0.0
H -1.749636 5.101818 -2.181171 0.0 0.0 0.0
H -2.661673 5.202995 0.129431 0.0 0.0 0.0
H -3.224766 0.979503 0.075569 0.0 0.0 0.0
H -2.817509 -0.269013 -1.827092 0.0 0.0 0.0
H -2.609501 0.501346 -3.402052 0.0 0.0 0.0
H -0.757223 -0.765916 -3.055380 0.0 0.0 0.0
H -0.935769 -0.531636 -0.437146 0.0 0.0 0.0
H 1.269855 1.332283 -1.422717 0.0 0.0 0.0
H -0.104861 1.826244 -0.441192 0.0 0.0 0.0
H 1.964090 1.525093 0.923310 0.0 0.0 0.0
H 3.042390 -0.333880 -0.262245 0.0 0.0 0.0
H 2.681636 -0.811204 1.400903 0.0 0.0 0.0
H 3.437616 -3.244285 1.253768 0.0 0.0 0.0
H 4.418319 -3.890359 3.431357 0.0 0.0 0.0
H -0.346697 -2.641764 3.152847 0.0 0.0 0.0
H 0.278392 -2.280403 -1.663335 0.0 0.0 0.0
H 1.563916 -1.117645 -2.066437 0.0 0.0 0.0
```
Positions in Å, forces in eV/Å.

Output
* LUMO energy: 0.520 eV
* structure (SMILES): Cc1ccc(F)cc1CN[C@@H]1C[C@@H](F)CN(C(=O)c2ccc(Br)c(Cl)c2)C1
* energy relative to the best compared isomer or geometry (same formula, charge and spin): 0.000 eV
* HOMO: -9.00 eV
* energy: -114093.32038 eV
* max |F|: 0.03 eV Å⁻¹

(4)
DFT (wB97M-V/def2-TZVPD) results for 2 unconnected molecules or ions with the total composition C4H8O2.

```
14
Properties=species:S:1:pos:R:3:forces:R:3
C 1.528319 0.340438 -1.313102 0.2 -0.1 -0.3
O 0.587520 -1.119691 -0.219062 -0.2 0.1 0.0
C -0.648668 -0.963119 0.074938 0.1 -0.3 -0.2
C -1.045521 -0.560033 1.476564 0.0 0.0 0.1
C -0.939572 0.661244 0.664003 -0.2 0.3 0.1
O 0.168299 1.348932 0.570349 0.0 -0.2 0.0
H 2.176999 -0.496783 -1.537332 -0.1 0.1 0.0
H 2.112937 1.247342 -1.108791 -0.1 -0.1 0.1
H 0.768957 0.510061 -2.075917 0.1 0.0 0.2
H -1.425956 -1.234000 -0.647514 0.1 0.0 0.1
H -0.274415 -0.716956 2.226336 -0.1 0.0 -0.1
H -2.052326 -0.853905 1.766530 0.1 0.1 -0.1
H -1.828886 1.070630 0.181160 0.1 -0.1 0.1
H 0.872319 0.765840 -0.058166 -0.1 0.2 0.1
```
Positions in Å, forces in eV/Å.

Output
* LUMO energy (alpha / beta): -0.388 / -0.387 eV
* energy relative to the best compared isomer or geometry (same formula, charge and spin): 5.485 eV
* HOMO (alpha / beta): -8.69 / -8.69 eV
* energy: -8367.79716 eV
* max |F|: 0.40 eV Å⁻¹